Entry from the OMol25 dataset: C10H12BBr6F30O10P5V2 as an isolated structure (ωB97M-V with the def2-TZVPD basis set).

CARTESIAN COORDINATES (ANGSTROEM)
O 1.76368 3.32156 0.69236
V 1.15400 2.79581 -0.59499
O -1.88779 -3.02695 1.63917
V -0.91242 -2.87630 0.47582
P -1.57098 -4.43810 -1.92415
F -0.28855 -3.47972 -1.88097
F -1.94185 -4.11351 -3.45393
F -0.70541 -5.69145 -2.33688
F -2.84418 -5.35962 -1.70757
F -1.02387 -4.80290 -0.40604
F -2.23746 -3.08625 -1.28840
P 0.25105 5.01237 -2.30347
F 1.09679 5.63573 -3.55743
F 0.56409 3.56830 -2.92871
F 1.64335 4.72655 -1.50881
F -0.40840 4.18326 -0.98963
F 0.00139 6.41914 -1.60447
F -1.11457 5.30056 -3.08463
P 5.33997 1.15404 0.36021
F 6.21736 2.50142 0.14850
F 6.70217 0.32215 0.80195
F 4.96250 1.29041 1.93756
F 4.79788 -0.41689 0.59111
F 3.85861 1.75400 0.05516
F 5.56866 0.59919 -1.11177
P -0.33583 0.31352 0.56022
F -0.70119 1.42788 -0.57441
F -1.84676 -0.21226 0.74853
F -0.26306 -0.94304 -0.49320
F 0.05230 -1.05090 1.47495
F 1.17678 0.85244 0.46018
F -0.56708 1.40612 1.73596
P 2.64935 -3.29428 0.68548
F 1.08820 -3.39888 1.16381
F 2.94451 -4.78582 1.18691
F 2.34457 -3.83931 -0.77279
F 4.19649 -3.04895 0.23110
F 2.15689 -1.80933 0.15421
F 3.17979 -2.68430 2.09908
O 0.74881 -1.88503 -7.68265
C 0.80091 -1.68798 -6.49330
O 1.72894 -1.03916 -5.79002
B 1.33923 -1.10673 -4.31350
O 0.03475 -1.72746 -4.25657
C -0.37642 -2.02268 -5.48666
O -1.36569 -2.61993 -5.82661
O 1.28796 0.23730 -3.73857
C 2.14765 0.42208 -2.78234
O 2.11639 1.38402 -1.99585
C 2.96298 -0.86576 -2.67798
O 2.41514 -1.72708 -3.54284
O 3.82686 -1.19212 -1.91781
Br -1.61658 4.05370 1.96627
C -3.26094 3.39509 2.87344
C -4.53326 4.14611 2.50164
Br -6.02784 3.35767 3.60864
H -3.01147 3.43886 3.93158
H -3.32059 2.32882 2.66936
H -4.86591 3.96885 1.48178
H -4.51468 5.21833 2.67840
Br 0.07474 -1.86464 4.94047
C 1.61635 -0.71207 4.49035
C 1.16494 0.74899 4.45409
Br 2.48094 1.78575 3.45520
H 1.89678 -1.10043 3.51187
H 2.45459 -0.96331 5.13647
H 1.09925 1.10041 5.48227
H 0.17056 0.71632 4.01372
Br -4.65150 -2.42489 0.35090
C -5.76850 -1.34143 1.58424
C -5.09057 -0.05554 2.05389
Br -3.75289 -0.32789 3.43594
H -6.21970 -1.96074 2.35649
H -6.64455 -1.01330 1.02239
H -5.79463 0.59718 2.56670
H -4.61302 0.51299 1.25859

Its gap between HOMO and LUMO (alpha / beta) is 6.44 / 6.90 eV. Its HOMO energy (alpha / beta) is -5.2 / -5.2 eV. Its multiplicity is 3. As for the total charge: -2. As for the energy: -631352.005 eV.

Here are the Löwdin charges for atoms 1 to 4, given in e: O -0.201; V 1.150; O -0.237; V 1.170